Entry 1:
88
Properties=species:S:1:pos:R:3:forces:R:3 method="wB97M-V/def2-TZVPD" homo_lumo_gap_ev="4.560 / 2.842" s_squared=6.20 largest_force_ev_per_a=3.6 lumo_energy_ev="-1.12 / -3.93" multiplicity=5 mol_weight_g_mol=767.55
Fe 2.262 0.191 1.199 -1.83 -2.64 -1.73
C -2.745 2.058 3.310 0.75 -0.81 1.02
C -2.378 2.012 1.995 0.19 -0.44 -0.67
C -1.397 1.110 1.582 1.36 0.28 0.35
C -0.629 0.361 2.538 -1.21 -0.54 -1.09
C -1.180 0.251 3.836 0.20 1.64 -0.98
C -2.162 1.176 4.214 0.29 -1.10 -0.09
N 0.515 -0.384 2.149 0.13 0.45 -0.40
C 0.485 -1.764 2.325 -0.06 -0.09 -0.74
C -0.647 -2.614 2.241 -0.56 0.98 0.03
C -0.465 -3.990 2.283 -0.02 0.38 0.03
C 0.795 -4.527 2.505 0.30 -0.92 0.13
C 1.920 -3.757 2.567 -0.18 0.74 -0.82
C 1.758 -2.385 2.274 -0.88 -1.14 1.03
N 2.734 -1.602 1.813 1.47 0.53 -0.51
N 3.848 -2.240 1.436 0.34 0.55 -0.01
C 4.752 -1.363 0.957 0.24 0.62 0.41
C 6.064 -1.753 0.554 -1.34 -0.16 0.39
C 6.973 -0.829 0.190 -0.12 1.04 -0.07
C 6.603 0.524 0.350 1.10 0.00 -0.44
C 5.325 0.851 0.690 0.80 2.31 -0.23
N 4.412 -0.035 0.944 -1.82 -1.46 -0.01
H -3.461 2.722 3.701 -0.88 0.87 0.10
H -2.882 2.654 1.286 0.04 -0.03 -0.22
H -1.124 1.076 0.519 0.06 -0.07 0.49
H -0.746 -0.441 4.525 0.18 -0.24 0.44
H -2.506 1.136 5.235 -0.13 0.15 0.17
H -1.648 -2.135 2.056 1.08 -0.67 0.31
H -1.255 -4.685 2.090 -0.61 -0.03 0.08
H 0.972 -5.595 2.517 -0.44 -0.13 0.18
H 2.888 -4.233 2.605 0.10 0.29 0.03
H 6.311 -2.772 0.628 0.14 -1.24 -0.22
H 7.928 -1.116 -0.235 0.07 0.09 0.37
H 7.344 1.289 0.241 0.13 0.36 -0.29
H 5.029 1.934 0.758 0.23 -1.12 -0.03
O 0.507 5.963 -2.064 -1.35 -2.01 -0.71
C -0.018 4.844 -2.330 0.48 2.78 -0.10
O -0.988 4.476 -3.073 1.35 0.13 1.08
C 0.704 3.717 -1.605 -0.18 -1.38 0.30
C 1.299 3.920 -0.343 -0.55 0.34 0.10
C 1.763 2.856 0.397 0.63 -0.06 0.37
N 1.707 1.584 -0.099 0.71 0.45 1.13
C 1.284 1.418 -1.354 -1.13 0.51 -2.04
C 0.689 2.410 -2.156 1.03 0.22 1.80
C 1.322 0.068 -1.890 0.30 -2.62 1.38
C 0.892 -0.349 -3.158 0.36 -0.25 1.27
C 0.746 -1.708 -3.420 0.27 0.53 -0.52
C 1.187 -2.633 -2.483 -0.87 0.24 -0.52
C 1.724 -2.162 -1.316 0.55 0.92 1.93
N 1.741 -0.851 -0.954 0.03 -0.32 -1.47
C 2.331 2.932 1.779 -1.53 -1.37 -1.55
C 2.342 4.044 2.590 1.73 -0.23 1.20
C 2.836 3.871 3.912 -1.31 0.85 -1.29
C 3.172 2.601 4.338 0.16 -0.42 1.33
C 2.983 1.519 3.511 0.97 0.14 0.01
N 2.623 1.674 2.231 0.36 1.45 1.65
H 1.312 4.855 0.204 -0.17 0.30 -0.73
H 0.254 2.143 -3.112 0.05 0.39 0.25
H 0.688 0.443 -3.826 -0.48 0.17 -1.05
H 0.346 -2.055 -4.378 0.08 0.25 0.41
H 0.966 -3.675 -2.649 0.48 -0.21 0.07
H 2.166 -2.817 -0.552 -0.37 0.11 -0.38
H 2.234 4.996 2.092 -0.48 0.25 0.51
H 2.792 4.692 4.621 0.42 0.03 -0.24
H 3.578 2.424 5.356 -0.47 0.21 -0.84
H 3.274 0.528 3.868 -0.35 0.15 -0.42
C -4.325 -3.084 -4.597 0.01 -1.43 0.05
C -4.771 -1.694 -4.235 0.11 0.93 0.36
As -3.600 -0.861 -2.861 -0.21 0.83 1.03
C -4.571 -1.213 -1.099 -0.28 0.00 -2.15
C -4.177 -2.609 -0.581 -1.79 0.24 0.93
C -4.157 1.066 -3.100 -0.48 -0.41 -0.70
C -5.642 1.440 -3.248 -0.41 -0.41 0.59
H -4.890 -3.531 -5.434 -0.14 0.24 0.45
H -4.359 -3.805 -3.739 -0.15 0.65 -0.62
H -3.300 -3.121 -4.951 0.37 0.26 0.06
H -5.766 -1.678 -3.774 -0.04 0.05 -0.63
H -4.672 -1.004 -5.110 -0.47 -0.52 0.65
H -5.676 -1.090 -1.336 1.20 -0.35 0.54
H -4.267 -0.391 -0.431 -0.05 -0.46 -0.13
H -4.536 -3.485 -1.194 0.67 1.07 0.24
H -4.806 -2.664 0.339 0.85 -0.53 -0.15
H -3.109 -2.656 -0.328 -0.36 -0.20 -0.16
H -3.622 1.250 -4.011 0.07 0.37 -0.92
H -3.634 1.711 -2.427 0.24 0.12 0.99
H -6.070 1.013 -4.135 -0.11 -0.58 -0.55
H -5.944 2.490 -3.345 0.83 0.14 0.23
H -6.252 1.059 -2.416 0.25 0.01 -0.07

=====

Entry 2:
94
Properties=species:S:1:pos:R:3:forces:R:3 method="wB97M-V/def2-TZVPD" homo_lumo_gap_ev=5.586 total_charge=-2 largest_force_ev_per_a=0.6 lumo_energy_ev=4.04 mol_weight_g_mol=964.22
Pd 0.666 -1.227 -0.673 0.17 0.26 0.50
O 3.182 -2.829 2.723 0.01 0.15 -0.05
C 2.054 -3.181 2.304 0.03 0.04 -0.01
O 1.766 -3.854 1.303 -0.09 -0.08 -0.13
C 0.895 -2.792 3.231 0.01 0.10 0.02
C 0.970 -3.367 4.507 -0.03 -0.06 -0.08
C 0.002 -3.153 5.465 -0.03 0.00 0.03
C -1.060 -2.300 5.180 0.04 -0.01 0.01
C -1.117 -1.686 3.944 -0.03 -0.06 0.01
C -0.166 -1.924 2.943 -0.05 0.04 0.05
P -0.279 -0.899 1.390 -0.03 -0.19 -0.39
C -2.116 -0.732 1.201 0.01 0.02 0.04
C -2.703 -1.470 0.176 0.01 0.02 0.02
C -4.072 -1.422 -0.053 -0.03 -0.02 0.03
C -4.881 -0.629 0.747 0.00 -0.02 0.02
C -4.309 0.137 1.755 0.00 0.01 -0.04
C -2.938 0.096 1.969 -0.03 0.06 -0.03
C 0.105 0.736 2.146 0.07 0.03 -0.04
C -0.298 1.888 1.467 0.02 0.04 0.01
C 0.075 3.146 1.912 0.00 -0.02 0.00
C 0.878 3.277 3.040 0.00 0.01 0.00
C 1.299 2.140 3.714 -0.01 -0.02 -0.01
C 0.912 0.879 3.273 0.00 0.00 0.01
H 1.831 -3.990 4.718 -0.02 -0.01 0.02
H 0.076 -3.636 6.433 0.01 0.01 0.01
H -1.825 -2.098 5.921 0.00 -0.01 0.00
H -1.925 -0.992 3.759 0.04 -0.09 0.02
H -2.058 -2.037 -0.481 0.00 -0.01 -0.03
H -4.490 -1.965 -0.891 0.00 -0.02 -0.01
H -5.947 -0.570 0.558 0.00 0.00 0.00
H -4.928 0.788 2.362 0.00 0.00 0.00
H -2.503 0.731 2.732 -0.01 0.00 -0.02
H -0.882 1.792 0.560 -0.01 -0.01 -0.01
H -0.244 4.023 1.360 0.00 0.00 0.01
H 1.184 4.259 3.382 0.00 0.00 0.00
H 1.943 2.226 4.581 0.00 0.00 -0.01
H 1.262 0.000 3.801 0.00 0.00 0.00
Br 2.646 -1.461 -4.481 -0.03 -0.01 0.03
C 1.166 -2.258 -3.529 -0.07 0.09 -0.02
C -0.007 -2.420 -4.214 0.03 -0.04 0.00
C -1.063 -3.018 -3.510 0.01 -0.12 -0.01
C -0.855 -3.436 -2.224 0.01 0.02 0.10
C 0.396 -3.224 -1.596 0.11 0.00 -0.07
N 1.419 -2.617 -2.277 -0.07 -0.09 -0.07
H -0.111 -2.085 -5.235 -0.01 0.01 0.00
H -2.033 -3.126 -3.977 0.08 -0.01 0.01
H -1.647 -3.915 -1.663 0.01 -0.04 0.00
H 0.670 -3.737 -0.682 0.07 -0.08 0.07
N -6.394 4.114 -1.101 -0.02 -0.02 0.00
C -5.511 3.193 -1.705 0.00 0.00 -0.01
C -4.596 2.483 -0.935 -0.01 0.01 0.03
C -3.752 1.554 -1.522 0.04 0.00 0.00
C -3.800 1.336 -2.890 -0.10 0.01 0.03
C -4.717 2.035 -3.663 0.04 0.03 0.00
C -5.574 2.951 -3.076 0.00 0.00 0.00
S -2.689 0.172 -3.670 -0.03 0.14 -0.09
O -2.471 0.723 -4.999 -0.02 -0.06 0.01
O -3.335 -1.121 -3.616 -0.10 0.04 0.01
N -1.411 0.142 -2.763 0.11 0.11 0.11
C -0.661 1.253 -2.610 0.07 -0.07 -0.01
S -0.789 2.724 -3.594 -0.05 0.02 0.00
C 0.393 3.486 -2.592 0.02 -0.03 0.00
C 0.821 2.608 -1.657 0.06 -0.05 -0.03
N 0.255 1.362 -1.669 -0.14 -0.07 -0.07
H -6.041 4.476 -0.228 0.01 0.00 0.01
H -6.648 4.873 -1.715 0.00 0.01 -0.01
H -4.541 2.656 0.135 0.00 -0.01 -0.01
H -3.042 1.000 -0.919 0.02 0.06 -0.01
H -4.729 1.875 -4.733 0.00 -0.01 0.00
H -6.289 3.496 -3.683 0.01 0.00 0.00
H 0.718 4.501 -2.748 -0.01 -0.01 -0.01
H 1.567 2.831 -0.905 -0.01 0.00 0.01
C 3.849 0.521 -1.424 0.01 -0.07 0.00
N 5.230 0.883 -1.054 0.01 -0.01 -0.02
C 5.204 1.405 0.315 -0.01 -0.01 0.02
N 4.653 0.457 1.278 0.01 0.01 -0.04
C 3.287 0.112 0.848 0.01 -0.06 0.02
N 3.268 -0.453 -0.505 -0.10 0.12 0.05
C 4.096 -1.665 -0.515 -0.04 -0.01 -0.03
N 5.485 -1.361 -0.121 0.02 0.03 -0.01
C 6.014 -0.359 -1.041 -0.01 -0.01 0.00
C 5.450 -0.778 1.225 -0.02 -0.03 0.02
H 3.855 0.096 -2.427 -0.01 0.01 -0.01
H 3.231 1.419 -1.433 0.02 0.02 0.02
H 4.598 2.316 0.331 0.00 0.01 0.00
H 6.227 1.660 0.613 0.00 0.00 0.00
H 2.662 1.009 0.867 0.02 0.02 -0.01
H 2.884 -0.626 1.541 0.02 0.00 0.01
H 4.085 -2.079 -1.525 0.00 -0.01 0.00
H 3.670 -2.398 0.171 0.00 0.00 0.04
H 6.018 -0.776 -2.052 0.00 0.00 -0.01
H 7.043 -0.119 -0.753 0.00 0.01 0.00
H 6.475 -0.546 1.536 0.01 0.01 -0.01
H 5.012 -1.506 1.907 -0.04 -0.02 0.03